# 1
C5H17N4 as an isolated structure. Source: the Open Molecules 2025 dataset; level of theory: ωB97M-V with the def2-TZVPD basis set.

Output
Highest occupied orbital energy (spin up / spin down) ... -7.88 / -13.16 eV
Kohn-Sham gap (spin up / spin down) ... 5.30 / 5.52 eV
Spin multiplicity ... 3
Net charge ... +1
LUMO (spin up / spin down) ... -2.6 / -7.6 eV

Geometry (Å):
1 C -1.08770 0.28627 -1.89923
2 C 1.06305 -0.89817 -1.80932
3 C 1.60047 0.10677 0.74661
4 C -0.97392 0.91646 1.44506
5 C -0.03299 -0.44884 -0.95327
6 N -0.46946 1.94000 2.19484
7 N -1.21420 -0.14124 2.22249
8 N -0.72101 -1.51175 -0.27955
9 N 0.32176 0.46761 0.14145
10 H -1.94045 0.64943 -1.36938
11 H -1.27055 -0.39695 -2.68818
12 H -0.65857 1.24547 -2.22777
13 H 1.81488 -0.18060 -1.97982
14 H 0.74892 -1.27672 -2.72494
15 H 1.61629 -1.72762 -1.25426
16 H 2.48205 0.47484 0.21943
17 H 1.75966 0.57703 1.76500
18 H 1.62275 -0.93724 0.74136
19 H -1.73847 1.17360 0.78909
20 H 0.15010 1.70208 2.95098
21 H -0.50232 2.94745 2.04477
22 H -0.58656 -0.62593 2.81937
23 H -1.66867 -0.88444 1.57207
24 H -0.11225 -1.93104 0.37167
25 H -0.99827 -2.23347 -0.87173
26 H 0.35805 1.44414 -0.22003

Cartesian forces, eV/Å:
C 2.023 0.807 1.727
C 2.837 -2.070 2.156
C 0.312 2.070 1.418
C -2.194 4.121 2.753
C -3.720 2.058 -0.542
N 1.544 2.737 1.373
N -2.800 -5.374 -2.327
N -0.770 0.706 0.918
N 5.143 -0.631 -4.084
H -0.959 -0.555 0.400
H -0.639 -0.192 -0.878
H 0.323 -0.546 -0.567
H 0.735 1.215 -0.405
H -0.749 -0.704 -1.546
H -0.563 0.781 -0.927
H -0.096 0.116 -0.562
H -0.646 -0.814 -1.014
H 0.435 -1.558 0.597
H -1.435 0.254 -1.056
H 0.027 0.089 0.002
H -0.406 -0.845 -0.311
H 1.178 0.060 1.153
H 0.487 1.057 1.498
H 0.941 -0.794 0.935
H -0.707 -1.329 -1.438
H -0.302 -0.659 0.727

# 2
One molecule with the formula C5H12N2. Source: the Open Molecules 2025 dataset; level of theory: ωB97M-V with the def2-TZVPD basis set.

Output
Highest occupied orbital energy ... -8.42 eV
SMILES ... CCCC/N=C/N
Kohn-Sham gap ... 9.47 eV
Net charge ... 0
LUMO ... 1.0 eV

Geometry (Å):
1 C 1.07995 1.37115 -1.52075
2 C 0.92112 -0.04181 -2.08698
3 C 0.44653 -1.09257 -1.02924
4 C -0.68980 -0.64140 -0.08187
5 N -0.18316 -0.45493 1.32162
6 C -0.98831 -0.60452 2.34267
7 N -0.87217 0.28300 3.48797
8 H 0.46284 1.78362 -0.70589
9 H 0.77468 2.08385 -2.30581
10 H 2.02871 1.69983 -1.11311
11 H 1.89327 -0.26814 -2.64177
12 H 0.09285 -0.15238 -2.91176
13 H 0.05262 -1.94581 -1.62197
14 H 1.35393 -1.41126 -0.37391
15 H -1.10567 0.40797 -0.31941
16 H -1.59963 -1.30307 -0.29094
17 H -1.51781 -1.42727 2.72112
18 H -0.34311 1.14453 3.31546
19 H -1.80685 0.56922 3.81455

Cartesian forces, eV/Å:
C -1.059 1.869 -0.458
C -0.920 -0.511 -0.656
C 1.621 -0.435 0.223
C -0.618 0.333 0.002
N -3.144 0.527 0.728
C 3.793 2.815 -0.098
N -0.307 -0.061 -0.909
H -0.564 -1.232 -0.023
H 0.651 -0.086 -0.032
H 0.768 -0.602 -0.549
H -1.272 -0.264 0.970
H 1.478 0.969 1.332
H 0.625 0.168 0.603
H -1.656 0.303 -1.093
H 0.848 -1.510 0.034
H 1.069 0.401 0.969
H -1.843 -1.410 -0.732
H -0.111 -0.650 -0.309
H 0.640 -0.627 -0.002

# 3
C47H49IIrNOPSi as an isolated structure. Source: the Open Molecules 2025 dataset; level of theory: ωB97M-V with the def2-TZVPD basis set.

Output
Highest occupied orbital energy (spin up / spin down) ... -11.87 / -12.19 eV
Kohn-Sham gap (spin up / spin down) ... 4.08 / 4.81 eV
Spin multiplicity ... 2
Net charge ... +2
LUMO (spin up / spin down) ... -7.8 / -7.4 eV

Geometry (Å):
1 Ir 0.20869 -1.04486 0.39512
2 C -0.91439 -2.48404 2.17552
3 C -1.19372 -3.11432 0.90825
4 C 0.00844 -3.73311 0.45629
5 C 1.01363 -3.52579 1.42999
6 C 0.44306 -2.74980 2.49403
7 C 1.04864 -2.46477 3.82433
8 C 2.35330 -4.16296 1.43071
9 C 0.07799 -4.67027 -0.69060
10 C -2.52586 -3.38867 0.30936
11 C -1.89251 -2.01489 3.20063
12 H 0.55952 -3.07919 4.58624
13 H 0.90480 -1.42194 4.11761
14 H 2.11188 -2.69520 3.85591
15 H 2.26187 -5.18468 1.81448
16 H 3.05783 -3.63201 2.06820
17 H 2.76732 -4.23304 0.42524
18 H -0.23836 -5.66406 -0.35712
19 H 1.08822 -4.76593 -1.08480
20 H -0.59344 -4.36157 -1.48862
21 H -2.59661 -4.44543 0.04693
22 H -2.68679 -2.81838 -0.60994
23 H -3.33356 -3.16265 1.00003
24 H -1.94768 -0.92946 3.29127
25 H -1.59900 -2.40432 4.17670
26 H -2.89322 -2.37514 2.97914
27 I 2.66067 -0.67082 1.73445
28 C 4.01178 0.60333 0.74422
29 C 5.28903 0.11210 0.71127
30 C 6.35103 0.94158 0.32515
31 C 6.09694 2.25585 0.06755
32 C 4.77508 2.76033 0.06120
33 C 4.56663 4.12361 -0.23016
34 C 3.30278 4.61178 -0.36700
35 C 2.21260 3.74215 -0.24029
36 C 2.34529 2.42031 0.13664
37 P 0.72172 1.51025 0.25836
38 C -0.15932 2.29331 -1.13583
39 C -0.97982 3.41755 -1.07536
40 C -1.49121 3.96010 -2.24350
41 C -1.18921 3.39143 -3.47338
42 C -0.36773 2.27603 -3.53874
43 C 0.14614 1.73216 -2.37391
44 C 0.11206 2.12870 1.87708
45 C -0.37068 1.20825 2.80852
46 C -0.80629 1.61682 4.05755
47 C -0.76565 2.96116 4.39471
48 C -0.29310 3.88692 3.47782
49 C 0.14773 3.47693 2.22923
50 C 3.66021 1.90552 0.33433
51 H 5.49142 -0.90678 1.01389
52 H 7.35527 0.54504 0.28361
53 H 6.90358 2.94211 -0.15452
54 H 5.43084 4.76217 -0.35810
55 H 3.12681 5.65087 -0.60733
56 H 1.24149 4.14597 -0.46924
57 H -1.19796 3.90690 -0.13289
58 H -2.10970 4.84628 -2.19519
59 H -1.59007 3.82435 -4.37986
60 H -0.11825 1.84259 -4.49779
61 H 0.79942 0.86993 -2.41693
62 H -0.41812 0.16081 2.53512
63 H -1.17841 0.89686 4.77537
64 H -1.10657 3.28834 5.36770
65 H -0.25869 4.93621 3.73850
66 H 0.52062 4.22009 1.53890
67 C 2.40779 -2.40337 -1.76714
68 Si 0.91614 -1.95843 -2.83877
69 C 0.13819 -3.43575 -3.73346
70 C 1.57019 -0.76102 -4.15074
71 N -0.28481 -1.24674 -1.72398
72 C -1.46294 -0.73109 -2.18163
73 C -1.79605 -0.72576 -3.55912
74 C -2.95336 -0.16210 -4.03891
75 C -3.87391 0.39648 -3.15953
76 C -3.61746 0.36441 -1.80097
77 C -2.43784 -0.17595 -1.31443
78 O -2.15036 -0.21887 0.03367
79 C -3.05273 0.44039 0.89417
80 C -4.03830 -0.28441 1.53747
81 C -4.88714 0.36054 2.42686
82 C -4.77793 1.72746 2.63032
83 C -3.82066 2.45408 1.93567
84 C -2.95278 1.80766 1.07336
85 H 2.82921 -3.36468 -2.07135
86 H 2.16140 -2.46464 -0.71038
87 H 3.19785 -1.65900 -1.88648
88 H 0.67434 -4.36021 -3.51587
89 H 0.20156 -3.27859 -4.81180
90 H -0.91339 -3.58059 -3.48383
91 H 2.13382 -1.33932 -4.88631
92 H 2.25683 -0.02340 -3.73174
93 H 0.78465 -0.22979 -4.68779
94 H -1.10991 -1.19411 -4.25093
95 H -3.15493 -0.16061 -5.10161
96 H -4.79876 0.82181 -3.52216
97 H -4.34479 0.76593 -1.10996
98 H -4.14679 -1.33882 1.32961
99 H -5.64150 -0.20750 2.95445
100 H -5.44813 2.22426 3.31847
101 H -3.75690 3.52760 2.05559
102 H -2.20902 2.34354 0.51318

Cartesian forces, eV/Å:
Ir 0.457 -0.141 -1.191
C 0.447 0.232 0.333
C 0.324 0.078 -0.120
C 0.061 0.449 0.064
C 0.090 -0.397 -0.312
C -0.491 0.946 -0.057
C 0.026 -0.033 0.060
C -0.025 -0.063 0.021
C 0.049 0.110 -0.070
C -0.039 0.137 -0.145
C -0.034 0.040 -0.006
H 0.029 -0.007 -0.005
H -0.014 -0.022 0.053
H -0.009 -0.023 0.040
H 0.036 0.003 0.012
H 0.033 -0.092 -0.005
H 0.008 -0.002 0.032
H -0.007 0.013 0.000
H -0.028 0.012 -0.009
H 0.036 -0.038 0.029
H 0.007 -0.009 0.001
H 0.013 -0.003 0.033
H 0.025 -0.002 -0.015
H -0.072 -0.029 -0.063
H -0.056 -0.015 0.009
H -0.017 0.017 0.032
I -0.664 0.215 -0.651
C -0.136 -0.448 -0.048
C -0.160 -0.211 0.075
C 0.112 0.172 0.044
C -0.001 -0.095 0.004
C -0.096 -0.118 0.072
C -0.085 0.071 -0.064
C 0.138 0.029 0.055
C -0.061 -0.208 -0.019
C 0.038 -0.391 -0.222
P -0.734 -0.350 0.481
C 0.073 -0.461 0.012
C 0.060 0.103 0.095
C 0.014 0.059 0.012
C -0.015 -0.058 0.016
C 0.024 0.135 -0.009
C 0.139 0.152 0.062
C -0.023 -0.369 -0.052
C 0.024 0.101 -0.051
C 0.031 0.034 0.032
C -0.061 -0.014 0.021
C -0.019 0.071 -0.021
C 0.016 0.036 -0.104
C 0.063 0.244 -0.075
H 0.012 -0.013 -0.029
H 0.007 0.000 0.037
H 0.017 -0.019 -0.032
H -0.002 0.009 -0.060
H 0.010 0.002 -0.015
H -0.086 0.013 -0.049
H 0.015 -0.044 -0.001
H -0.032 -0.020 0.019
H -0.002 0.001 -0.008
H -0.006 -0.007 0.019
H -0.058 0.123 -0.041
H 0.015 0.049 0.045
H -0.003 -0.043 -0.033
H 0.018 -0.002 0.012
H 0.002 0.006 -0.018
H 0.034 0.010 0.063
C -0.091 -0.134 -0.300
Si 0.297 -0.097 -0.015
C 0.195 0.259 0.036
C -0.178 -0.089 0.263
N 1.100 -0.205 2.097
C -1.000 0.702 -0.263
C 0.393 -0.151 0.428
C -0.368 0.041 -0.005
C 0.113 -0.151 -0.143
C -0.040 -0.046 0.248
C 0.094 -0.228 -0.911
O 0.127 0.333 0.450
C -0.184 -0.070 0.212
C 0.116 -0.101 -0.117
C -0.023 -0.010 0.017
C -0.021 -0.006 0.053
C -0.040 0.005 0.008
C 0.074 -0.152 -0.132
H 0.038 0.007 -0.063
H 0.030 -0.053 -0.088
H -0.016 0.060 0.012
H 0.005 -0.004 0.009
H -0.031 -0.003 -0.024
H -0.001 0.024 -0.007
H 0.012 -0.058 0.007
H 0.018 0.006 0.005
H 0.050 -0.024 -0.042
H -0.036 0.096 -0.077
H 0.023 -0.062 -0.015
H 0.017 0.064 -0.006
H -0.003 0.037 0.002
H -0.038 0.026 0.028
H -0.032 -0.001 -0.036
H -0.006 0.019 -0.017
H 0.032 0.001 0.039
H -0.095 0.038 0.051

# 4
An isolated ion of composition C6H8NOS and charge +1. Source: the Open Molecules 2025 dataset; level of theory: ωB97M-V with the def2-TZVPD basis set.

Output
Highest occupied orbital energy (spin up / spin down) ... -10.76 / -14.16 eV
Kohn-Sham gap (spin up / spin down) ... 7.70 / 6.55 eV
Spin multiplicity ... 3
Net charge ... +1
LUMO (spin up / spin down) ... -3.1 / -7.6 eV

Geometry (Å):
1 C -0.32757 -1.63783 -0.03842
2 C 0.90539 -2.15712 -0.12204
3 C 0.87723 0.27613 -0.08901
4 C 2.30053 2.38738 0.08491
5 C 1.18037 1.67604 -0.12590
6 C -2.63134 -0.41619 0.21577
7 N -0.38395 -0.30357 -0.18909
8 O -1.55767 0.40592 -0.33221
9 S 2.09434 -0.87617 0.04229
10 H -1.03839 -2.42209 -0.00758
11 H 1.35855 -3.17145 -0.14061
12 H 2.28940 3.52425 0.12572
13 H 3.24632 1.90477 0.05755
14 H 0.27263 2.38545 -0.33581
15 H -2.37923 -0.89190 1.08771
16 H -2.84836 -1.03079 -0.63439
17 H -3.35824 0.34720 0.40108

Cartesian forces, eV/Å:
C -0.146 -0.679 -1.152
C 4.120 0.290 0.823
C 0.990 5.735 -0.264
C 2.953 2.729 0.189
C -6.858 -2.179 -0.837
C -0.353 2.377 -2.826
N -1.646 -1.173 0.195
O 1.657 -0.356 1.193
S 1.091 -2.077 -0.208
H -1.751 0.440 -0.044
H -1.202 0.721 0.087
H -0.067 -1.849 0.006
H 0.867 -0.153 0.207
H 1.330 -1.793 0.450
H 0.773 -1.186 2.051
H -0.917 -0.845 0.111
H -0.842 0.000 0.018

# 5
One molecule with the formula N2O4. Source: the Open Molecules 2025 dataset; level of theory: ωB97M-V with the def2-TZVPD basis set.

Output
Highest occupied orbital energy (spin up / spin down) ... -9.25 / -12.50 eV
Kohn-Sham gap (spin up / spin down) ... 9.43 / 8.85 eV
Spin multiplicity ... 3
Net charge ... 0
LUMO (spin up / spin down) ... 0.2 / -3.7 eV

Geometry (Å):
1 N -1.41078 0.38305 0.18852
2 N 1.05788 0.00345 -0.01809
3 O -2.35986 -0.24458 -0.05667
4 O -0.25048 -0.47020 -0.14616
5 O 1.84331 -0.86030 0.02408
6 O 1.16234 1.15651 -0.02616

Cartesian forces, eV/Å:
N 3.144 1.620 0.423
N -1.153 0.369 -0.039
O -3.486 -1.196 -0.461
O -0.092 -2.285 -0.184
O 0.909 -1.668 0.042
O 0.678 3.159 0.219

Calculated values (kcal per mole) of energy above the lowest of the compared OMol25 structures with the same formula, charge and spin for the records, taken in order: 0.00 61.42 79.14 33.87 32.58.